1.
Computed, not measured: a cluster of 26 separate species, C104H166Cl2N24O10 in total, with ωB97M-V/def2-TZVPD.

Cartesian coordinates (Å):
C 3.87 9.43 -1.39
C 3.90 8.49 -0.15
N 3.95 7.02 -0.55
C 2.67 6.67 -1.35
C 5.13 6.79 -1.57
C 5.33 5.29 -2.08
C 4.22 6.09 0.66
C 3.27 6.18 1.84
O 3.43 7.40 2.42
C 2.57 7.47 3.57
H 3.14 9.19 -2.16
H 4.84 9.61 -1.85
H 3.53 10.44 -1.16
H 3.01 8.55 0.47
H 4.78 8.81 0.41
H 1.92 7.06 -0.66
H 2.62 5.59 -1.48
H 2.54 7.22 -2.28
H 6.00 7.23 -1.11
H 4.87 7.41 -2.43
H 5.99 5.17 -2.94
H 4.45 4.71 -2.37
H 5.77 4.71 -1.26
H 5.25 6.32 0.95
H 4.28 5.13 0.16
H 3.50 5.39 2.55
H 2.25 6.02 1.49
H 1.53 7.78 3.49
H 3.01 8.16 4.29
H 2.53 6.60 4.24
C -0.10 0.42 -2.80
C 0.51 -0.06 -1.48
N -0.43 -0.99 -0.63
C -0.77 -2.26 -1.42
C 0.37 -1.44 0.71
C 1.48 -2.46 0.40
C -1.82 -0.26 -0.31
C -1.60 0.94 0.66
O -1.23 0.46 1.92
C -1.12 1.41 2.95
H 0.52 1.16 -3.29
H -0.91 1.08 -2.51
H -0.45 -0.32 -3.52
H 0.81 0.72 -0.79
H 1.45 -0.60 -1.63
H -1.25 -2.93 -0.70
H 0.19 -2.66 -1.74
H -1.44 -1.93 -2.21
H -0.40 -1.82 1.38
H 0.78 -0.48 1.05
H 2.01 -2.65 1.33
H 2.24 -2.15 -0.32
H 1.18 -3.45 0.07
H -2.48 -1.02 0.10
H -2.25 0.11 -1.25
H -2.62 1.33 0.74
H -1.13 1.81 0.20
H -1.98 2.08 2.88
H -0.19 1.96 2.87
H -1.21 0.92 3.92
Cl -1.12 5.44 4.09
O -0.11 5.33 3.04
O -2.17 4.57 3.74
O -0.53 4.94 5.31
O -1.51 6.81 4.19
Cl 5.13 1.24 -4.07
O 5.39 1.99 -2.86
O 5.00 2.22 -5.10
O 6.16 0.29 -4.37
O 3.95 0.43 -3.86
C 7.85 -5.25 0.31
C 8.22 -3.95 -0.49
C 7.21 -3.50 -1.53
C 5.85 -3.22 -1.03
N 4.77 -3.00 -0.65
H 6.92 -5.10 0.86
H 8.64 -5.49 1.02
H 7.65 -6.10 -0.33
H 9.18 -4.03 -1.01
H 8.49 -3.17 0.23
H 7.19 -4.24 -2.33
H 7.50 -2.55 -1.97
C -4.62 -3.47 5.02
C -4.08 -3.13 3.67
C -3.00 -2.12 3.59
C -1.96 -2.30 4.62
N -1.08 -2.45 5.36
H -3.79 -3.77 5.67
H -5.31 -4.29 4.86
H -5.16 -2.65 5.50
H -4.82 -3.05 2.88
H -3.69 -4.05 3.24
H -3.37 -1.11 3.75
H -2.58 -2.09 2.58
C -4.32 -3.79 -8.95
C -2.96 -3.61 -9.66
C -2.03 -2.62 -8.99
C -1.84 -2.72 -7.55
N -1.71 -2.87 -6.38
H -4.98 -4.41 -9.55
H -4.87 -2.85 -8.94
H -4.20 -4.15 -7.93
H -3.15 -3.18 -10.65
H -2.52 -4.60 -9.75
H -2.33 -1.60 -9.25
H -1.06 -2.80 -9.46
C -6.00 -4.56 -5.95
C -5.14 -4.38 -4.69
C -5.04 -5.65 -3.77
C -6.35 -6.26 -3.41
N -7.38 -6.75 -3.15
H -5.78 -3.76 -6.66
H -7.07 -4.58 -5.74
H -5.78 -5.48 -6.49
H -5.64 -3.60 -4.12
H -4.18 -4.08 -5.12
H -4.63 -5.37 -2.80
H -4.40 -6.43 -4.17
C -2.91 2.97 -6.10
C -4.42 2.63 -6.16
C -4.90 2.59 -7.57
C -4.19 1.59 -8.33
N -3.57 0.80 -9.00
H -2.32 2.28 -6.71
H -2.56 2.88 -5.07
H -2.64 3.97 -6.45
H -4.94 3.38 -5.55
H -4.58 1.71 -5.61
H -4.80 3.56 -8.05
H -5.95 2.30 -7.55
C -8.53 1.45 1.56
C -7.68 2.65 1.93
C -6.44 2.28 2.77
C -5.63 1.15 2.32
N -4.98 0.26 1.96
H -9.44 1.78 1.06
H -8.78 0.89 2.46
H -7.93 0.87 0.86
H -8.28 3.41 2.44
H -7.38 3.14 1.01
H -6.71 1.97 3.78
H -5.78 3.15 2.78
C -6.46 -6.30 2.21
C -7.30 -5.30 1.53
C -6.78 -4.94 0.11
C -5.39 -4.42 0.16
N -4.31 -4.02 0.13
H -6.55 -7.28 1.76
H -6.89 -6.44 3.20
H -5.45 -5.93 2.36
H -7.24 -4.37 2.08
H -8.29 -5.75 1.50
H -7.20 -4.05 -0.35
H -6.91 -5.77 -0.58
C 3.68 3.69 6.20
C 2.96 3.27 4.90
C 2.64 1.78 4.90
C 1.63 1.38 5.84
N 0.81 1.09 6.64
H 4.03 4.71 6.11
H 4.53 3.01 6.31
H 3.15 3.68 7.15
H 3.51 3.49 3.98
H 2.11 3.95 4.87
H 3.52 1.27 5.30
H 2.28 1.33 3.98
N 7.91 0.82 -0.97
C 6.90 -0.09 -0.65
C 7.29 -0.78 0.51
C 8.55 -0.36 0.80
C 8.88 0.70 -0.05
H 7.97 1.36 -1.82
H 6.01 -0.13 -1.27
H 6.82 -1.61 1.02
H 9.20 -0.66 1.61
H 9.75 1.31 -0.27
N -4.23 5.60 5.66
C -5.38 5.09 6.09
C -5.52 5.16 7.47
C -4.37 5.67 7.94
C -3.63 6.09 6.80
H -3.96 5.71 4.70
H -6.05 4.72 5.33
H -6.34 4.78 8.05
H -4.20 5.83 8.99
H -2.77 6.74 6.69
N -2.53 4.63 0.41
C -1.74 4.67 -0.73
C -2.30 3.82 -1.69
C -3.57 3.50 -1.25
C -3.66 3.90 0.08
H -2.47 5.06 1.32
H -0.79 5.20 -0.79
H -1.87 3.59 -2.66
H -4.38 3.06 -1.82
H -4.48 3.72 0.75
N 0.72 -3.07 -4.74
C 1.92 -2.43 -4.44
C 2.63 -3.15 -3.44
C 1.96 -4.36 -3.37
C 0.79 -4.31 -4.08
H -0.08 -2.88 -5.32
H 2.12 -1.46 -4.87
H 3.43 -2.79 -2.81
H 2.22 -5.21 -2.76
H 0.04 -5.06 -4.22
N 2.59 -2.07 5.43
C 2.09 -1.85 4.18
C 3.15 -1.26 3.41
C 4.34 -1.41 4.09
C 3.95 -1.94 5.37
H 2.06 -2.29 6.26
H 1.02 -1.88 4.03
H 3.03 -0.86 2.41
H 5.33 -1.13 3.77
H 4.51 -2.06 6.28
N 5.75 -6.66 -2.48
C 6.64 -7.72 -2.61
C 6.43 -8.62 -1.56
C 5.45 -8.04 -0.82
C 4.97 -6.88 -1.37
H 5.68 -5.93 -3.18
H 7.40 -7.75 -3.38
H 6.96 -9.55 -1.40
H 5.11 -8.44 0.13
H 4.20 -6.19 -1.08
N 2.77 2.13 -1.15
C 3.31 2.05 0.09
C 2.46 2.62 1.01
C 1.44 3.26 0.27
C 1.66 2.93 -1.05
H 3.23 1.80 -1.99
H 4.26 1.56 0.21
H 2.61 2.61 2.08
H 0.56 3.72 0.68
H 1.28 3.31 -1.98
N -4.52 0.57 -2.50
C -3.75 0.04 -3.51
C -3.70 -1.36 -3.35
C -4.48 -1.68 -2.25
C -4.92 -0.46 -1.66
H -4.83 1.53 -2.49
H -3.27 0.55 -4.33
H -3.16 -1.98 -4.06
H -4.55 -2.71 -1.93
H -5.46 -0.27 -0.75
N 1.45 -6.20 1.28
C 0.31 -5.48 1.52
C -0.50 -5.64 0.38
C 0.22 -6.34 -0.57
C 1.41 -6.71 -0.03
H 2.20 -6.25 1.96
H 0.18 -5.07 2.50
H -1.49 -5.23 0.30
H -0.20 -6.62 -1.52
H 2.27 -7.29 -0.33
N -0.94 -0.11 9.87
C -0.71 -1.32 9.28
C -0.50 -2.25 10.33
C -0.64 -1.60 11.51
C -0.83 -0.25 11.24
H -1.18 0.77 9.43
H -0.73 -1.53 8.22
H -0.38 -3.31 10.20
H -0.63 -2.06 12.49
H -1.08 0.58 11.88
N 0.79 5.83 -4.82
C -0.13 4.82 -4.87
C 0.57 3.63 -4.85
C 1.95 3.97 -4.66
C 2.04 5.36 -4.67
H 0.58 6.81 -4.98
H -1.18 5.04 -4.98
H 0.14 2.65 -4.88
H 2.70 3.20 -4.50
H 2.87 6.05 -4.55
N -3.89 2.45 6.63
C -4.73 1.40 6.79
C -4.02 0.25 6.74
C -2.70 0.59 6.58
C -2.60 1.97 6.53
H -4.19 3.41 6.58
H -5.80 1.59 6.75
H -4.47 -0.73 6.79
H -1.96 -0.19 6.52
H -1.79 2.67 6.41
N 3.51 -4.56 3.41
C 3.19 -5.71 4.07
C 3.89 -6.73 3.50
C 4.59 -6.19 2.42
C 4.31 -4.85 2.35
H 3.26 -3.59 3.57
H 2.50 -5.78 4.89
H 3.84 -7.77 3.79
H 5.22 -6.74 1.74
H 4.64 -4.16 1.58
N 0.87 1.23 -8.94
C 1.58 1.73 -7.88
C 1.56 0.87 -6.81
C 0.81 -0.22 -7.28
C 0.35 0.05 -8.54
H 0.74 1.68 -9.84
H 2.01 2.72 -7.96
H 2.05 0.98 -5.86
H 0.69 -1.13 -6.70
H -0.28 -0.48 -9.24

Values from the calculation:
* HOMO: -7.09 eV
* gap between HOMO and LUMO: 6.8 eV

Here are the Löwdin charges for atoms 1 to 2, given in e: C -0.07; C -0.14



2.
Computed, not measured: a structure of composition C10H10BClF4Ti, with ωB97M-V/def2-TZVPD.

Cartesian coordinates (Å):
C 2.11 1.03 0.05
C 1.40 1.47 -1.10
C 1.17 0.31 -1.96
H 1.14 2.49 -1.31
C 1.71 -0.85 -1.32
C 2.35 -0.41 -0.09
H 2.86 -1.06 0.58
H 2.44 1.61 0.89
H 0.68 0.34 -2.92
H 1.73 -1.87 -1.69
Ti 0.12 0.06 -0.07
Cl -0.80 0.21 2.39
C -4.94 0.79 -2.40
C -4.52 -0.16 -3.40
C -3.80 0.56 -4.42
H -4.72 -1.22 -3.40
C -3.77 1.95 -4.05
C -4.48 2.09 -2.80
H -4.64 3.02 -2.26
H -5.51 0.56 -1.51
H -3.37 0.13 -5.32
H -3.32 2.75 -4.61
F 1.24 -0.77 1.48
B 2.00 -1.05 3.06
F 1.12 -1.02 4.05
F 2.31 -2.26 2.53
F 2.85 0.00 2.94

Values from the calculation:
* HOMO (alpha / beta): -0.63 / -0.63 eV
* gap between HOMO and LUMO (alpha / beta): 5.7 / 5.7 eV
* relative energy (zero: lowest compared OMol25 entry of this formula, charge and spin): 6.9 kJ/mol
* spin multiplicity: 3
* total charge: -2

Here are the Löwdin charges for atoms 1 to 2, given in e: C -0.18; C -0.23



3.
Computed, not measured: a structure of composition C10H10Br21F3O2, with ωB97M-V/def2-TZVPD.

Cartesian coordinates (Å):
C 0.34 -0.01 2.11
O -0.05 -0.23 0.74
C -0.51 0.85 0.09
O -1.58 0.89 -0.45
C 0.43 2.09 -0.01
F 0.24 2.75 -1.13
F 0.13 2.92 1.01
F 1.71 1.74 0.10
H 0.86 0.93 2.26
H -0.52 -0.03 2.78
H 1.02 -0.82 2.39
C -4.76 -0.70 -1.04
Br -5.98 -0.51 -2.52
Br -5.68 -0.71 0.65
Br -3.63 -2.24 -1.26
H -4.11 0.17 -1.04
C 4.33 3.69 3.06
Br 2.71 2.85 3.71
Br 4.23 5.61 3.20
Br 5.91 3.00 3.91
H 4.41 3.46 2.01
C 3.07 -1.14 5.26
Br 4.54 -0.08 5.92
Br 2.22 -2.13 6.67
Br 1.80 -0.07 4.26
H 3.48 -1.86 4.56
C -8.52 1.57 -5.32
Br -8.15 -0.32 -5.46
Br -8.46 2.44 -7.03
Br -10.19 1.89 -4.41
H -7.74 2.00 -4.71
C 7.70 0.09 8.93
Br 8.07 -1.78 8.69
Br 7.75 1.04 7.25
Br 6.04 0.37 9.85
H 8.49 0.50 9.55
C -1.68 -4.90 -4.43
Br -3.59 -5.08 -4.55
Br -1.01 -3.56 -5.64
Br -1.11 -4.56 -2.62
H -1.25 -5.84 -4.73
C -0.15 -0.97 -8.56
Br -2.06 -1.14 -8.66
Br 0.52 0.37 -9.78
Br 0.44 -0.63 -6.75
H 0.28 -1.91 -8.86

Values from the calculation:
* HOMO: -10.00 eV
* gap between HOMO and LUMO: 9.6 eV

Here are the Löwdin charges for atoms 1 to 2, given in e: C -0.21; O 0.01



4.
Computed, not measured: a structure of composition C10H10BrCeF5OTe, with ωB97M-V/def2-TZVPD.

Cartesian coordinates (Å):
C 0.42 1.06 -2.51
C 1.05 1.85 -1.50
C 1.97 1.00 -0.75
H 0.82 2.90 -1.26
C 1.89 -0.35 -1.31
C 0.92 -0.31 -2.39
H 0.56 -1.19 -2.94
H -0.34 1.40 -3.21
H 2.50 1.26 0.20
H 2.36 -1.24 -0.88
Ce -0.15 0.12 0.00
Br -0.11 2.23 1.64
C -2.44 -0.53 0.54
C -2.13 -1.33 -0.65
C -2.14 -0.44 -1.79
H -1.78 -2.38 -0.64
C -2.43 0.92 -1.31
C -2.60 0.86 0.12
H -2.78 1.71 0.79
H -2.33 -0.87 1.60
H -1.89 -0.71 -2.81
H -2.44 1.83 -1.90
F 3.08 -1.43 4.08
Te 1.60 -1.12 3.01
F 2.44 -1.94 1.53
F 2.36 0.55 2.52
F 0.80 -2.77 3.49
F 0.67 -0.24 4.45
O 0.12 -0.84 1.88

Values from the calculation:
* HOMO (alpha / beta): -3.89 / -4.64 eV
* gap between HOMO and LUMO (alpha / beta): 5.3 / 6.1 eV
* relative energy (zero: lowest compared OMol25 entry of this formula, charge and spin): 100.5 kJ/mol
* spin multiplicity: 2
* total charge: -1

Here are the Löwdin charges for atoms 1 to 2, given in e: C -0.17; C -0.21



5.
Computed, not measured: a structure of composition C10H10BrClSm, with ωB97M-V/def2-TZVPD.

Cartesian coordinates (Å):
C 0.81 -2.02 3.15
C 0.88 -2.06 1.73
C -0.44 -2.05 1.24
H 1.78 -2.09 1.14
C -1.32 -1.97 2.34
C -0.54 -1.96 3.52
H -0.92 -1.86 4.52
H 1.65 -1.97 3.82
H -0.73 -2.03 0.20
H -2.40 -1.91 2.29
Sm -0.06 -0.01 2.28
Cl 0.64 1.22 4.00
C 0.05 2.90 -2.45
C -1.16 2.27 -2.79
C -0.86 1.05 -3.43
H -2.16 2.65 -2.59
C 0.54 0.93 -3.49
C 1.10 2.07 -2.88
H 2.16 2.28 -2.77
H 0.15 3.85 -1.95
H -1.58 0.33 -3.81
H 1.10 0.10 -3.92
Br 1.29 0.29 -0.15

Values from the calculation:
* HOMO (alpha / beta): -2.15 / -2.16 eV
* gap between HOMO and LUMO (alpha / beta): 3.8 / 3.9 eV
* spin multiplicity: 6
* total charge: -1

Here are the Löwdin charges for atoms 1 to 2, given in e: C -0.25; C -0.34



6.
Computed, not measured: a structure of composition C10H10BrNO3Sn, with ωB97M-V/def2-TZVPD.

Cartesian coordinates (Å):
C -1.86 -0.82 -0.96
C -1.79 -1.32 0.36
C -1.89 -0.24 1.27
H -1.78 -2.39 0.63
C -2.04 0.97 0.54
C -2.02 0.62 -0.89
H -2.35 1.25 -1.70
H -1.85 -1.40 -1.87
H -2.01 -0.34 2.34
H -2.46 1.90 0.93
Sn 0.54 0.68 -0.28
Br 1.03 -1.75 -1.19
C 2.67 0.72 -4.55
C 1.58 1.51 -5.01
C 0.59 0.64 -5.55
H 1.54 2.60 -5.00
C 1.07 -0.70 -5.42
C 2.35 -0.64 -4.80
H 2.98 -1.50 -4.57
H 3.60 1.08 -4.12
H -0.34 0.93 -6.03
H 0.57 -1.60 -5.77
O 0.59 -0.82 3.80
N 0.53 -0.01 2.85
O 0.10 1.16 2.92
O 0.90 -0.49 1.62

Values from the calculation:
* HOMO (alpha / beta): -8.39 / -8.28 eV
* gap between HOMO and LUMO (alpha / beta): 5.2 / 6.3 eV
* relative energy (zero: lowest compared OMol25 entry of this formula, charge and spin): 23.2 kJ/mol

Here are the Löwdin charges for atoms 1 to 2, given in e: C -0.22; C -0.12



no.,maximum force (eV/A)
1,7.2
2,4.2
3,2.9
4,4.9
5,8.8
6,3.4